This record from the Open Molecules 2025 dataset describes a 8-piece molecular cluster, C37H53BrN2O23P overall in a non-equilibrium geometry. The level of theory is ωB97M-V/def2-TZVPD.

```
117
Properties=species:S:1:pos:R:3:forces:R:3:mulliken_charge:R:1
N -2.2908 0.0590 5.4277 0.30 -0.24 -0.18 -0.270
C -1.7718 -0.3698 4.1390 0.01 0.38 0.94 -0.730
P -2.4467 0.6288 2.7669 0.03 -0.03 -0.17 0.982
Br -3.5801 2.2710 3.5606 -0.01 -0.12 -0.08 -0.116
C -3.2954 -0.3499 1.4738 -0.03 -0.17 0.25 -0.565
O -4.1930 -1.2760 1.9948 0.12 -0.01 0.06 -0.297
C -5.0886 -0.7559 2.9267 -0.13 -0.04 -0.12 -0.641
C -6.1778 -0.0119 2.5285 -0.05 0.05 -0.45 -0.374
C -7.0452 0.4593 3.4838 -0.33 0.13 0.16 -0.622
C -6.8352 0.1946 4.8233 0.17 -0.05 0.37 -0.715
C -5.7368 -0.5395 5.2179 0.02 0.02 -0.39 -0.670
C -4.8694 -1.0260 4.2549 -0.03 0.10 0.13 0.079
N -1.1366 1.2649 1.9632 -0.54 -0.13 0.31 -0.449
C -0.9942 2.4703 1.7993 0.18 -1.86 -0.10 0.700
O -0.7621 3.5519 1.5776 0.34 2.22 -0.33 -0.325
H -2.6850 -0.7330 5.9170 -0.28 0.05 0.03 -0.195
H -1.5366 0.4161 5.9923 0.04 0.19 0.13 0.270
H -0.7055 -0.1999 4.1012 0.43 0.06 -0.35 0.745
H -1.9312 -1.4218 3.9474 -0.23 -0.30 -0.28 0.353
H -2.4923 -0.9029 0.9976 0.34 -0.15 -0.16 0.596
H -3.6898 0.3216 0.7179 -0.30 0.33 -0.14 0.182
H -6.3643 0.1844 1.4871 0.04 -0.03 -0.29 0.553
H -7.9144 1.0202 3.1972 -0.22 0.18 -0.19 0.436
H -7.5175 0.5468 5.5723 -0.29 0.19 0.13 0.436
H -5.5400 -0.7414 6.2503 0.01 -0.12 0.41 0.490
H -4.0237 -1.6009 4.5422 0.33 -0.61 0.15 1.141
C -0.5646 -1.1287 9.8732 -0.26 0.20 -0.10 -1.389
C -1.0891 -2.3104 9.1010 0.24 0.10 0.09 0.483
C -0.1247 -2.9091 8.0968 -0.03 -0.06 0.05 -0.518
O -1.0161 -3.4325 7.0943 0.11 0.06 -0.06 -0.314
C -2.1567 -2.7283 7.1444 0.10 -0.28 0.36 0.687
O -3.0320 -2.7965 6.3323 0.03 0.25 -0.17 -0.544
O -2.1853 -1.9308 8.2293 -0.04 -0.03 -0.02 -0.310
H 0.3539 -1.3944 10.3950 0.01 -0.04 0.00 0.383
H -0.3650 -0.2913 9.2036 0.11 -0.04 -0.04 0.313
H -1.2937 -0.7933 10.6085 0.01 -0.04 0.04 0.358
H -1.4647 -3.0760 9.7825 -0.05 -0.05 -0.06 0.280
H 0.4909 -3.7049 8.5041 -0.08 -0.12 -0.08 0.324
H 0.5160 -2.1558 7.6329 -0.02 0.04 0.02 0.285
C -3.9926 -3.6854 -0.1219 -0.06 -0.62 0.14 -1.288
C -2.6652 -4.0241 -0.7445 -0.21 0.04 -0.11 0.651
C -2.4421 -3.4113 -2.1088 0.20 0.11 0.02 -0.174
O -1.5499 -4.3586 -2.7195 -0.10 0.13 -0.05 -0.231
C -1.7593 -5.5646 -2.1394 -0.01 -0.02 0.02 0.508
O -1.3180 -6.5916 -2.5371 0.02 0.00 0.00 -0.539
O -2.5437 -5.4283 -1.0413 0.06 0.07 0.08 -0.413
H -4.1025 -2.6118 -0.0703 -0.09 0.28 -0.03 0.167
H -4.8162 -4.0987 -0.7034 0.04 0.06 -0.13 0.407
H -4.0676 -4.0967 0.8852 0.02 0.07 0.01 0.329
H -1.8478 -3.7616 -0.0637 0.06 -0.02 -0.06 0.194
H -1.9769 -2.4313 -2.0691 0.14 -0.02 -0.11 0.120
H -3.3564 -3.3513 -2.7003 -0.09 -0.06 0.04 0.292
C 2.0993 2.3613 -0.7097 0.31 -0.10 -0.17 -1.458
C 2.7679 3.6105 -0.1915 -0.24 -0.30 -0.06 0.876
C 2.0011 4.8938 -0.4205 0.01 0.09 0.06 -0.382
O 3.0524 5.8620 -0.5169 -0.08 -0.05 -0.06 -0.369
C 4.1682 5.2208 -0.9457 0.00 -0.10 0.05 0.622
O 5.1677 5.7583 -1.2914 0.06 0.03 0.03 -0.530
O 3.9857 3.8778 -0.9108 -0.03 0.13 0.11 -0.408
H 1.1031 2.2518 -0.2794 -0.02 0.02 0.00 0.134
H 2.0157 2.3947 -1.7960 -0.11 0.07 0.00 0.399
H 2.6834 1.4784 -0.4543 -0.02 -0.01 0.07 0.373
H 3.0239 3.4920 0.8641 0.07 0.06 0.00 0.189
H 1.3323 5.1416 0.3997 0.08 0.16 0.04 0.249
H 1.4400 4.8890 -1.3587 0.03 -0.07 -0.02 0.313
C 8.8739 3.0229 2.1783 0.05 -0.28 0.14 -1.437
C 7.5625 2.6495 1.5383 0.12 0.15 0.12 0.452
C 6.4005 3.5637 1.8675 -0.07 0.04 -0.17 -0.423
O 5.2788 2.6669 1.7810 0.01 0.23 0.08 -0.263
C 5.7263 1.4132 2.0305 0.02 -0.04 0.00 0.607
O 5.0148 0.4778 2.2146 -0.06 -0.03 0.00 -0.562
O 7.0714 1.3859 2.0435 0.04 0.01 -0.10 -0.351
H 9.1486 4.0431 1.9122 -0.02 0.02 -0.03 0.379
H 8.8056 2.9408 3.2631 -0.06 0.10 0.02 0.356
H 9.6675 2.3546 1.8488 0.01 0.02 -0.05 0.358
H 7.6784 2.5483 0.4570 -0.08 -0.01 -0.02 0.262
H 6.2859 4.3813 1.1596 -0.12 -0.07 -0.07 0.299
H 6.4503 3.9634 2.8826 0.08 -0.05 0.03 0.295
C 2.6147 -3.8687 -5.4133 0.15 0.00 0.45 -1.526
C 1.2128 -3.4524 -5.0652 0.12 -0.04 -0.22 0.611
C 0.5622 -2.5041 -6.0522 -0.09 -0.06 0.06 -0.260
O -0.3401 -1.7609 -5.2051 0.07 0.04 -0.19 -0.337
C 0.1588 -1.7849 -3.9568 -0.01 -0.08 0.08 0.702
O -0.2549 -1.1161 -3.0548 -0.05 0.12 0.08 -0.661
O 1.1735 -2.6522 -3.8558 0.04 -0.10 0.00 -0.346
H 2.6392 -4.3196 -6.4004 -0.01 -0.01 -0.06 0.401
H 3.2880 -3.0107 -5.3977 -0.04 0.05 -0.12 0.314
H 2.9912 -4.5906 -4.6894 -0.04 -0.03 0.00 0.386
H 0.5832 -4.3286 -4.8956 -0.08 0.05 0.06 0.197
H 0.0096 -3.0089 -6.8383 -0.13 0.04 0.05 0.337
H 1.2742 -1.8093 -6.5010 0.05 -0.01 0.01 0.163
C -3.9372 4.1384 -1.0524 0.10 -0.05 0.37 -1.267
C -3.9692 3.0366 -2.0727 -0.06 0.23 0.03 0.457
C -5.2750 2.8541 -2.8187 -0.01 0.00 -0.03 -0.547
O -5.2767 1.4413 -3.0793 -0.10 0.15 -0.10 -0.332
C -4.5352 0.8430 -2.1374 0.01 -0.03 0.06 0.490
O -4.4890 -0.3249 -1.9320 0.03 -0.32 0.15 -0.499
O -3.8485 1.7610 -1.4125 0.15 0.03 0.02 -0.180
H -4.1832 5.1054 -1.4872 0.00 -0.01 -0.09 0.407
H -4.6405 3.9222 -0.2463 -0.10 0.05 -0.07 0.319
H -2.9433 4.2077 -0.6084 0.01 0.07 -0.04 0.197
H -3.1370 3.1306 -2.7736 0.01 -0.07 -0.04 0.277
H -5.3249 3.4110 -3.7491 0.01 -0.14 -0.10 0.330
H -6.1463 3.0923 -2.2047 0.03 0.03 0.05 0.312
C 6.2459 0.2979 -8.3558 0.14 -0.24 0.11 -1.438
C 5.0800 -0.4309 -8.9716 0.07 0.16 0.11 0.460
C 3.7125 0.0349 -8.5140 -0.06 -0.03 -0.07 -0.454
O 2.9274 -1.1626 -8.6302 -0.01 0.13 0.10 -0.294
C 3.7660 -2.2220 -8.5145 0.10 0.00 -0.05 0.662
O 3.4138 -3.3488 -8.3823 -0.07 0.03 -0.07 -0.542
O 5.0503 -1.8135 -8.5597 0.03 0.03 -0.10 -0.332
H 6.1659 1.3688 -8.5412 -0.03 0.01 -0.03 0.374
H 6.2801 0.1213 -7.2807 -0.09 0.07 0.03 0.355
H 7.1861 -0.0555 -8.7754 0.00 0.02 -0.04 0.353
H 5.1500 -0.4131 -10.0618 -0.06 -0.03 -0.02 0.255
H 3.2919 0.8214 -9.1340 -0.11 -0.09 -0.06 0.338
H 3.7113 0.3541 -7.4690 0.07 0.00 0.01 0.284
```
Positions in Å, forces in eV/Å.

* multiplicity: 1
* total energy: -6197.0227 hartree
* largest force on an atom: 0.044 Eh/bohr
* net charge: +1



This record from the Open Molecules 2025 dataset describes a 2-piece molecular cluster, C3H9N3 overall in a non-equilibrium geometry. The level of theory is ωB97M-V/def2-TZVPD.

```
15
Properties=species:S:1:pos:R:3:forces:R:3:nbo_charge:R:1
H 1.7924 0.7560 1.5303 -0.02 0.36 -0.17 0.346
N 0.9525 0.2353 1.3058 0.23 -0.28 0.57 -0.727
C 0.0489 0.4273 2.1825 -0.25 -0.31 -0.28 0.279
N -1.0362 -0.4068 2.2434 -0.10 -0.16 0.17 -0.831
H 0.0594 1.1951 2.9586 0.05 0.15 -0.08 0.148
H -1.9660 -0.0687 2.4234 0.17 0.00 0.22 0.391
H -0.9438 -1.3189 1.8221 -0.11 0.33 -0.36 0.402
C 0.9706 -0.9698 -2.0761 0.10 0.75 -0.12 -0.556
C -0.0186 -0.1089 -2.3701 0.76 -0.61 0.72 0.019
N -0.6634 0.6927 -1.4570 -1.24 0.43 -0.97 -0.839
H 1.3183 -1.0358 -1.0541 0.00 -0.07 0.05 0.208
H 1.6019 -1.3916 -2.8442 -0.33 -0.26 -0.12 0.197
H -0.4010 -0.0020 -3.3767 0.08 0.03 -0.12 0.179
H -0.3688 0.9018 -0.5179 0.24 -0.42 -0.15 0.410
H -1.5060 1.1191 -1.8252 0.41 0.06 0.64 0.374
```
Positions in Å, forces in eV/Å.

* ΔE to the lowest compared entry with this formula, charge and spin: 30.98 kcal per mole
* SMILES: [H]/N=C/N.C=CN
* multiplicity: 1
* total energy: -283.9337 hartree
* largest force on an atom: 0.032 Eh/bohr



This record from the Open Molecules 2025 dataset describes C16H25BaF9NO7S2 as an isolated structure in a non-equilibrium geometry. The level of theory is ωB97M-V/def2-TZVPD.

```
61
Properties=species:S:1:pos:R:3:forces:R:3:nbo_charge:R:1
Ba -18.1304 -22.4986 6.4226 1.55 0.89 0.62 1.925
F -14.8466 -20.2137 6.7821 -1.44 -0.92 -0.14 -0.927
O -17.9497 -20.9292 11.0333 -0.13 1.48 1.48 -0.954
S -17.9702 -19.7504 11.9208 -0.76 2.29 -0.54 2.263
O -19.1697 -19.3875 12.7263 3.34 -1.64 -1.48 -0.866
O -16.5892 -19.7201 12.8514 -3.57 0.72 -0.48 -0.682
C -15.3696 -20.0293 12.2497 2.21 -1.97 0.75 -0.100
C -14.6254 -20.7519 13.3778 0.57 -0.65 0.61 -0.628
C -17.5650 -18.1956 10.9173 -0.32 -1.90 0.88 -0.818
H -14.7057 -19.2215 11.9419 -0.79 0.74 -0.10 0.196
H -15.4878 -20.7121 11.4083 -0.18 0.04 -0.04 0.199
H -14.3576 -20.1509 14.2468 -0.10 0.73 -0.36 0.223
H -13.6848 -21.2071 13.0678 -0.03 0.03 -0.36 0.219
H -15.2137 -21.5305 13.8634 -0.30 -0.22 -0.55 0.217
H -16.6680 -18.4664 10.3603 0.00 0.32 0.03 0.239
H -17.4111 -17.4486 11.6961 0.04 0.04 -0.32 0.257
H -18.3980 -17.9683 10.2521 0.04 -0.05 0.22 0.236
O -8.3010 -22.7317 9.1016 1.15 1.17 -1.77 -0.921
S -7.6631 -22.1038 7.9365 0.61 1.30 0.12 2.317
O -6.7245 -20.9733 8.0247 -2.17 -2.18 0.16 -0.888
O -6.8273 -23.2011 7.1070 -1.20 0.22 0.55 -0.697
C -7.3657 -24.5260 7.1388 2.20 -2.44 0.55 -0.093
C -6.2070 -25.4025 6.5592 -1.10 0.37 0.10 -0.616
C -8.9737 -21.7745 6.7169 -0.25 -0.92 0.90 -0.875
H -8.2754 -24.7683 6.5893 -0.07 0.93 -0.42 0.176
H -7.5402 -24.8816 8.1543 -0.06 0.56 0.19 0.202
H -6.5208 -26.4463 6.5534 -0.22 0.01 -0.47 0.210
H -5.2836 -25.4264 7.1379 -0.14 0.66 0.09 0.224
H -6.0503 -24.9894 5.5628 0.41 -0.53 -0.11 0.213
H -9.7566 -21.1884 7.1982 0.46 0.70 -0.25 0.259
H -9.4968 -22.7242 6.6057 0.29 -0.31 -0.08 0.232
H -8.6013 -21.4850 5.7343 0.08 0.46 0.45 0.256
N -15.9449 -25.2215 10.1116 0.78 -1.06 1.66 -0.472
C -16.3757 -25.9480 11.2184 1.10 0.48 -1.36 0.024
C -15.5003 -26.4793 12.1726 -0.33 0.70 -0.42 -0.252
C -14.1424 -26.2059 12.0695 -0.87 0.03 0.72 -0.150
C -13.7004 -25.4347 11.0303 0.40 -0.16 -0.50 -0.255
C -14.6034 -25.0233 10.0556 -0.99 0.10 0.38 0.029
H -17.4420 -26.1166 11.2499 -0.06 0.01 0.18 0.196
H -15.8057 -26.9979 13.0693 -0.55 -0.16 -0.23 0.232
H -13.5463 -26.5364 12.9073 0.52 0.00 -0.28 0.229
H -12.6509 -25.1931 10.9493 0.02 0.13 -0.16 0.234
H -14.2192 -24.4491 9.2254 -0.13 0.09 -0.21 0.190
C -12.3949 -15.5939 7.5307 0.05 -0.65 -0.18 -0.132
C -13.5870 -14.6740 7.0672 2.51 -0.59 1.24 0.600
C -14.6249 -15.3336 6.1670 -0.69 -1.48 1.40 0.518
F -15.5594 -14.5358 5.7000 -0.83 2.08 -0.55 -0.314
F -14.0630 -15.9330 5.1350 1.26 -0.52 -1.23 -0.318
F -14.1881 -14.2372 8.2028 -0.51 0.34 -0.28 -0.325
F -12.9479 -13.6466 6.4772 -0.75 0.68 -0.52 -0.312
O -11.3646 -14.8331 8.2036 -0.24 -0.16 1.01 -0.523
C -11.1426 -15.1210 9.5752 1.76 0.32 -2.77 0.843
C -10.0962 -14.0579 10.1530 0.23 -4.21 -0.61 0.529
F -10.6131 -12.9166 10.1417 -2.00 4.61 -0.77 -0.290
F -9.9132 -14.3520 11.4442 0.54 -0.94 1.08 -0.331
F -12.2696 -15.1447 10.2003 -1.84 0.36 1.58 -0.303
F -10.6230 -16.3703 9.6971 0.31 -0.01 0.01 -0.341
H -11.9070 -16.0649 6.6773 -0.14 0.35 -0.25 0.215
H -12.7392 -16.4411 8.1238 -0.21 0.23 0.30 0.205
H -15.2005 -16.0880 6.7032 0.47 -0.31 0.64 0.132
H -9.1487 -14.0927 9.6154 0.07 -0.18 -0.11 0.143
```
Positions in Å, forces in eV/Å.

* ΔE to the lowest compared entry with this formula, charge and spin: 124.23 kcal per mole
* multiplicity: 1
* total energy: -2926.3046 hartree
* largest force on an atom: 0.099 Eh/bohr
* net charge: +1



Number 1: HOMO energy -12.05 eV. Number 2: HOMO energy -7.49 eV. Number 3: HOMO energy -11.31 eV.